# 1
ORCA calculation (ωB97M-V with the def2-TZVPD basis set) on 2 unconnected molecules or ions with the total composition C4H14NO2.

Output
* 2S+1: 2
* net charge: +2
* frontier orbital gap (spin up / spin down): 12.1 / 3.8 eV
* energy relative to the best compared isomer or geometry (same formula, charge and spin): 1.377 eV
* strongest force on any atom: 0.0410 Eh/bohr
* ⟨S²⟩: 0.755

Last column: Löwdin spin population.
Element x y z (Å)
1 C -1.6230 -1.6107 -1.1526  0.028
2 C -0.4038 -1.6107 -0.2562  0.159
3 C 0.5906 -0.3547 -0.7216  0.129
4 C -0.1380 0.9062 -1.1656  0.092
5 O 1.3814 -0.0559 0.3650  0.370
6 N -0.8623 -1.2599 1.1738  0.005
7 H -1.3943 -1.3695 -2.1897  0.004
8 H -2.3234 -0.8284 -0.8544  0.000
9 H -2.0803 -2.5955 -1.1224  0.015
10 H 0.1522 -2.5419 -0.2902  0.006
11 H 1.2170 -0.8053 -1.4914  0.002
12 H -0.9240 0.8595 -1.9064  0.006
13 H 0.7191 1.5068 -1.5149  0.018
14 H -0.4262 1.5197 -0.3025  0.001
15 H 2.3172 -0.2433 0.1274  0.003
16 H -0.0642 -0.9805 1.7435  0.001
17 H -1.2361 -2.1382 1.5399  0.002
18 H -1.4679 -0.4434 1.1357  0.000
19 H 0.6575 4.2017 1.1089  0.001
20 H 1.9045 3.4146 1.1698  -0.001
21 O 0.9412 3.2924 1.3231  0.157

---

# 2
ORCA calculation (ωB97M-V with the def2-TZVPD basis set) on a molecular structure, C4H5I3O.

Output
* 2S+1: 1
* net charge: 0
* frontier orbital gap: 8.6 eV
* energy relative to the best compared isomer or geometry (same formula, charge and spin): 2.265 eV
* strongest force on any atom: 0.0754 Eh/bohr

Last column: Mulliken charge in e.
Element x y z (Å)
1 C 0.7043 0.6684 -1.7964  -0.456
2 C -0.2738 0.9313 -0.9861  -0.151
3 C 0.8171 -0.2524 1.5911  -0.437
4 C -1.0287 -0.5990 0.1422  -0.344
5 O -0.6440 -0.3127 1.3578  -0.206
6 I -1.1771 2.6840 -0.3127  0.159
7 I -3.1798 -0.7981 0.1943  0.143
8 I -0.3553 -2.4862 -0.6571  0.095
9 H 1.1010 1.1897 -2.5599  0.385
10 H 1.0810 -0.3056 -1.7740  0.112
11 H 1.0923 -1.2136 1.0565  0.199
12 H 0.8506 -0.2337 2.6511  0.254
13 H 1.0123 0.7279 1.0930  0.247

---

# 3
ORCA calculation (ωB97M-V with the def2-TZVPD basis set) on a molecular structure, C38H98F6HfN6O26S3.

Output
* 2S+1: 1
* net charge: 0
* frontier orbital gap: 4.3 eV
* strongest force on any atom: 0.1753 Eh/bohr

Last column: Mulliken charge in e.
Element x y z (Å)
1 Hf 12.9620 3.4171 17.1238  0.557
2 S 14.5588 3.2271 14.4602  1.319
3 O 13.4842 4.0586 14.9575  -0.911
4 O 14.5644 2.5504 15.7591  -0.634
5 O 14.1324 2.3662 13.3590  -0.699
6 O 15.7587 3.9468 14.1220  -0.763
7 C 17.7023 3.2377 18.8092  0.226
8 F 18.3321 3.1813 20.0408  -0.351
9 F 17.4180 4.5127 18.5946  -0.247
10 F 18.6530 2.9104 17.9117  0.011
11 S 16.1315 2.1513 18.6387  -0.158
12 O 16.3415 1.1975 17.5072  0.654
13 O 15.9616 1.4721 19.9192  -0.056
14 O 14.9891 3.0219 18.2652  1.039
15 C 14.8582 5.4505 20.9019  0.577
16 F 15.3336 4.2668 21.0497  -0.183
17 F 14.8224 6.1783 22.0396  -0.236
18 F 15.6842 6.1179 20.1146  -0.202
19 S 13.0907 5.5819 20.1840  1.189
20 O 12.1900 5.3098 21.2817  -0.905
21 O 12.9517 6.9444 19.6649  -0.638
22 O 12.9839 4.5861 19.0769  0.450
23 C 22.8946 -1.7096 12.7474  -0.805
24 O 21.7383 -1.6912 13.4802  -0.257
25 C 21.9938 -2.1787 14.7761  -0.872
26 C 20.8464 -2.0119 15.7245  -0.236
27 N 20.5875 -0.6418 16.2245  -0.315
28 C 19.2707 -0.4498 16.8249  -0.007
29 C 18.8246 -1.4780 17.8847  0.076
30 O 18.2032 -2.6003 17.3180  -0.433
31 C 17.9157 -3.5743 18.3091  -0.521
32 H 22.5657 -1.6098 11.7130  0.259
33 H 23.5206 -2.6017 12.7309  0.309
34 H 23.4746 -0.8225 13.0020  0.318
35 H 22.7369 -1.5254 15.2333  0.366
36 H 22.4261 -3.1788 14.8106  0.438
37 H 20.9734 -2.7112 16.5509  0.311
38 H 20.0300 -2.3654 15.0948  0.231
39 H 20.7285 0.0380 15.4909  0.292
40 H 18.3720 -0.4648 16.2083  0.159
41 H 19.2573 0.5370 17.2876  -0.418
42 H 18.1163 -1.0608 18.6006  -0.354
43 H 19.7037 -1.7199 18.4820  0.727
44 H 18.6757 -3.6640 19.0852  0.354
45 H 17.9183 -4.5843 17.8992  0.274
46 H 16.9232 -3.3477 18.6988  -0.035
47 C 21.3697 -1.4114 23.7161  -0.873
48 O 20.5069 -1.1006 22.6596  -0.246
49 C 20.0246 0.2514 22.6391  -0.993
50 C 19.0610 0.5579 21.4982  0.528
51 N 17.6737 0.0548 21.7076  -0.194
52 C 17.6418 -1.4085 21.6952  -0.421
53 C 16.1654 -1.8802 21.7434  0.793
54 O 15.9131 -2.1911 23.1252  -0.427
55 C 14.6422 -2.6672 23.3356  -0.735
56 H 21.7046 -2.4480 23.7543  0.258
57 H 21.0131 -1.3092 24.7410  0.336
58 H 22.1622 -0.6637 23.7494  0.335
59 H 20.9079 0.8870 22.5763  0.481
60 H 19.5507 0.4666 23.5968  0.336
61 H 19.4543 0.1698 20.5586  -0.063
62 H 19.1768 1.6150 21.2590  -0.092
63 H 16.9765 0.5161 21.1408  0.309
64 H 18.2869 -1.7667 22.4975  0.504
65 H 18.1168 -1.8213 20.8052  0.083
66 H 15.9683 -2.7056 21.0594  0.374
67 H 15.4884 -1.0780 21.4497  -0.940
68 H 14.6980 -3.6936 22.9728  0.330
69 H 13.7995 -2.0980 22.9432  0.185
70 H 14.5716 -2.6976 24.4229  0.300
71 C 21.4403 3.8900 20.2426  -0.466
72 O 22.6744 4.5175 19.8323  -0.434
73 C 22.4381 5.9118 19.4893  -0.457
74 C 23.6291 6.6226 18.9303  -0.945
75 N 24.5805 7.0257 19.9875  -0.355
76 C 25.6835 7.7718 19.4190  -0.599
77 C 26.8833 7.9329 20.4049  -0.715
78 O 27.4995 6.7043 20.5215  -0.295
79 C 28.5698 6.7138 21.5002  -0.759
80 H 20.7215 3.8136 19.4268  0.087
81 H 21.0248 4.5001 21.0447  0.390
82 H 21.6913 2.9387 20.7118  0.198
83 H 22.1413 6.4511 20.3888  0.418
84 H 21.5345 5.9505 18.8809  0.415
85 H 23.2841 7.5367 18.4471  0.360
86 H 24.1357 5.9558 18.2326  0.423
87 H 24.9699 6.2707 20.5338  0.284
88 H 25.2844 8.7326 19.0939  0.357
89 H 26.1733 7.2094 18.6241  0.287
90 H 26.6405 8.3949 21.3618  0.415
91 H 27.5527 8.6725 19.9655  0.465
92 H 29.2917 7.4618 21.1723  0.316
93 H 29.1008 5.7625 21.5364  0.256
94 H 28.3071 7.0407 22.5063  0.306
95 C 10.1744 7.6057 18.3831  -0.934
96 O 9.9114 6.1920 18.5254  -0.146
97 C 8.9687 5.9684 19.5655  -0.687
98 C 8.7472 4.4961 19.8881  -0.790
99 N 9.9113 3.8336 20.4452  0.167
100 C 9.6067 2.5503 21.1341  -0.882
101 C 10.7309 2.0118 22.1191  -0.897
102 O 11.8842 1.6242 21.3767  -0.129
103 C 13.1291 1.4958 22.0431  -0.508
104 H 10.8492 7.9614 17.6044  0.279
105 H 10.3897 8.1266 19.3161  0.345
106 H 9.2494 8.0751 18.0483  0.375
107 H 7.9537 6.3061 19.3564  0.466
108 H 9.2510 6.4946 20.4774  0.378
109 H 8.4842 3.9962 18.9559  0.298
110 H 7.9023 4.4974 20.5768  0.351
111 H 10.4706 4.4560 21.0108  0.088
112 H 9.3412 1.8166 20.3730  0.346
113 H 8.8383 2.7807 21.8721  0.522
114 H 10.3331 1.0479 22.4364  0.412
115 H 10.9664 2.6554 22.9667  0.473
116 H 12.9562 1.0413 23.0186  0.548
117 H 13.6849 2.4256 22.1640  0.121
118 H 13.7648 0.8880 21.3992  -0.137
119 C 11.2750 -2.0959 14.3708  -0.937
120 O 12.3937 -1.7610 15.0886  -0.117
121 C 13.4656 -1.4445 14.2440  -1.144
122 C 14.7251 -0.9155 15.0336  -0.179
123 N 14.6388 -0.7171 16.4483  0.905
124 C 14.5243 -1.9940 17.2154  -0.759
125 C 14.2321 -1.6734 18.7222  -0.052
126 O 13.0890 -0.8331 18.9574  -0.170
127 C 11.8848 -1.5027 18.6014  -1.008
128 H 10.4071 -2.1577 15.0274  0.238
129 H 11.4433 -3.0330 13.8401  0.353
130 H 11.0236 -1.4227 13.5513  0.336
131 H 13.2664 -0.7605 13.4191  0.537
132 H 13.8049 -2.3402 13.7237  0.473
133 H 14.9554 0.0246 14.5323  0.061
134 H 15.5326 -1.6043 14.7851  0.286
135 H 15.4193 -0.2027 16.8309  -0.885
136 H 15.4716 -2.5180 17.0881  0.310
137 H 13.6450 -2.5316 16.8605  0.514
138 H 15.1807 -1.2163 19.0038  -0.628
139 H 14.1268 -2.5653 19.3398  0.602
140 H 11.7366 -1.5120 17.5215  0.157
141 H 11.0300 -0.9391 18.9754  0.256
142 H 11.7697 -2.5015 19.0223  0.349
143 C 20.9804 4.9194 16.5245  -0.431
144 O 20.1607 5.4222 15.4913  -0.271
145 C 20.7216 5.3944 14.1874  -0.535
146 C 19.5134 5.4036 13.2060  -0.865
147 N 18.6686 6.5871 13.1392  -0.268
148 C 19.4858 7.7915 12.8751  -0.320
149 C 20.4234 7.8371 11.6052  -0.557
150 O 21.1284 9.0968 11.4986  -0.383
151 C 20.4182 10.1440 10.8348  -0.616
152 H 21.9380 5.4223 16.6595  0.473
153 H 21.2298 3.8722 16.3532  0.417
154 H 20.4309 4.9254 17.4658  -0.397
155 H 21.2912 4.4671 14.1254  0.590
156 H 21.5076 6.1355 14.0420  0.329
157 H 18.9177 4.5812 13.6022  -0.132
158 H 19.8981 5.0138 12.2636  0.485
159 H 18.3776 6.6850 14.1014  0.328
160 H 20.1142 8.1069 13.7080  0.273
161 H 18.8018 8.6349 12.7802  0.462
162 H 19.9016 7.6006 10.6778  0.342
163 H 21.1806 7.0545 11.6515  0.245
164 H 21.0229 11.0509 10.8377  0.232
165 H 19.4989 10.2070 11.4169  0.274
166 H 20.1274 9.8917 9.8150  0.271
167 O 12.8672 1.8188 19.0481  0.577
168 H 13.2908 0.9610 19.0149  0.173
169 H 12.3643 1.8067 19.8625  0.300
170 O 14.6380 5.3027 16.8953  -0.056
171 H 14.3983 6.1117 16.4432  0.268
172 H 15.5686 5.1872 16.7034  0.059
173 O 17.4675 1.6574 14.9660  -0.767
174 H 16.9648 2.3678 14.5674  0.259
175 H 17.0076 1.4673 15.7837  -0.279
176 O 17.1570 5.3066 15.7641  -0.669
177 H 16.8163 4.9822 14.9304  0.600
178 H 18.0759 5.0388 15.7684  0.014